# 1
Molecular formula: C3H11N2
Method: DFT, ωB97M-V/def2-TZVPD

Geometry as XYZ:
```
16
Properties=species:S:1:pos:R:3:forces:R:3
C -0.788150 0.647294 -1.599833 -0.2206 -0.4182 0.2299
N -0.167375 -2.049318 0.837410 -0.2289 0.2046 0.1428
C -0.076183 -0.939229 0.135581 0.3147 -0.1344 0.0694
N -0.909331 -0.591631 -0.799165 0.2314 0.0278 -0.1776
H -1.420812 0.537467 -2.470870 0.0321 -0.0302 -0.1501
H 0.240723 0.786918 -1.902723 0.1340 0.0796 -0.0515
H -1.149065 1.483565 -1.018897 0.0195 0.2341 0.1071
H -0.990960 -2.630870 0.794836 0.0482 -0.1300 -0.0203
H 0.448467 -2.187895 1.622090 0.0884 -0.0857 -0.0495
H 0.786329 -0.310185 0.343169 -0.2282 0.1302 -0.0668
H -1.631127 -1.253332 -1.045928 -0.2153 0.1271 -0.0258
C 1.567888 2.291480 1.268241 0.1581 0.2668 -0.0046
H 1.584954 2.186497 2.343653 -0.0318 -0.0255 0.2641
H 2.009354 1.401993 0.825803 -0.1219 -0.1213 -0.1583
H 2.208455 3.128846 0.996213 -0.1083 0.0267 -0.0110
H 0.545714 2.493490 0.942980 0.1286 -0.1516 -0.0978
```
Forces are in eV/Å.

For the molar mass, the calculation gives 75.1 g mol⁻¹. As for the HOMO energy: -15.58 eV. The calculated total energy is -6263.31136 eV. The charge is +1. The calculation puts the HOMO-LUMO gap at 11.914 eV. The energy above the lowest of the compared OMol25 structures with the same formula, charge and spin comes out at 26.1 kJ/mol. The calculation puts the lowest unoccupied orbital energy at -3.7 eV.

Mulliken atomic charges, in units of e: -0.76, -0.31, 0.36, -0.17, 0.31, 0.34, 0.29, 0.24, 0.27, 0.16, 0.25, -0.91, 0.29, 0.18, 0.30, 0.18

---

# 2
Molecular formula: C7H16N4S
Method: DFT, ωB97M-V/def2-TZVPD

Geometry as XYZ:
```
28
Properties=species:S:1:pos:R:3:forces:R:3
C 3.105995 -0.000683 -1.680451 -0.7749 -0.0956 -1.0065
S 3.129164 -0.116676 0.090971 -2.0200 0.3930 0.0273
C 1.263000 0.066086 0.470248 1.0802 -1.6889 -0.9843
C 1.230435 0.073263 1.984070 -2.0488 -0.6576 -0.3360
N 0.540180 1.184065 -0.146622 2.2459 2.3876 0.4167
C -0.766151 1.291041 -0.275917 0.0565 -3.3842 -0.5743
N -1.323232 2.393678 -0.604106 -2.6068 1.8945 -0.2708
C -1.600252 -0.068118 -0.207015 0.9885 3.8371 2.2558
C -2.459292 -0.014172 1.056485 -0.1526 -2.5118 1.7255
C -0.724712 -1.212089 -0.354873 0.1345 -1.1649 0.3475
N -1.268812 -2.326926 -0.758058 0.0536 -2.1690 -0.7928
N 0.555422 -1.161702 -0.094311 -1.5773 4.5637 0.5995
H 4.077873 -0.231566 -2.060438 1.1397 0.7233 0.1005
H 2.699421 0.957573 -2.021533 0.5940 -0.1110 -0.0157
H 2.600530 -0.780621 -2.245103 -0.8157 -0.3311 0.5626
H 1.755128 0.933280 2.375035 0.5566 -0.2297 0.2778
H 1.496245 -0.947942 2.336557 0.2962 1.0589 0.1561
H 0.161103 0.234084 2.224461 0.4830 -0.1571 0.3669
H 1.135289 2.079552 -0.199741 -1.2009 -1.7452 0.0767
H -2.342587 2.558290 -0.744004 1.0527 -0.8618 0.1363
H -0.859316 3.279250 -0.560927 0.7056 0.3761 -0.0269
H -2.324493 -0.104316 -0.924247 -1.4501 0.2738 -2.7135
H -3.201640 0.753989 1.179017 0.3417 0.9888 -0.3585
H -1.841078 -0.157690 1.947069 -0.1767 0.6075 0.0429
H -3.126020 -0.897954 1.130210 0.4554 0.0849 -0.4890
H -2.209850 -2.683681 -0.802214 -0.8435 1.3929 0.2079
H -0.740677 -3.135529 -1.046386 1.0334 0.0844 0.2396
H 1.038318 -1.964480 -0.068167 2.4498 -3.5583 0.0289
```
Forces are in eV/Å.

For the molar mass, the calculation gives 188.3 g mol⁻¹. Its SMILES is CS[C@]1(C)NC(=[NH2+])[C@@H](C)C(=[NH2+])N1. As for the HOMO energy: -16.27 eV. The calculated total energy is -24297.90092 eV. The charge is +2. The calculation puts the HOMO-LUMO gap at 9.089 eV. The energy above the lowest of the compared OMol25 structures with the same formula, charge and spin comes out at 0.0 kJ/mol. The calculation puts the lowest unoccupied orbital energy at -7.2 eV.

Mulliken atomic charges, in units of e: -0.92, 0.06, 0.02, -1.09, -0.17, 0.24, -0.29, 0.04, -1.23, 0.46, -0.33, -0.18, 0.44, 0.29, 0.31, 0.43, 0.39, 0.14, 0.39, 0.30, 0.24, 0.67, 0.43, 0.25, 0.39, 0.25, 0.24, 0.22

---

# 3
Molecular formula: C2H4N4O4
Method: DFT, ωB97M-V/def2-TZVPD

Geometry as XYZ:
```
14
Properties=species:S:1:pos:R:3:forces:R:3
C -0.906447 0.535376 -0.124703 -0.4650 0.3248 -0.0398
N -0.298056 -0.774839 -0.045926 -0.0636 0.7922 -0.0538
N -1.049729 -1.904154 -0.005508 -1.1500 -1.1561 0.0502
O -2.241142 -1.732433 -0.026734 1.1056 0.4511 -0.0045
C 1.032778 -0.987096 -0.001326 4.8716 1.7324 0.3884
O 1.454246 -2.202817 0.006956 0.0607 -0.2985 -0.0694
N 1.929444 0.123591 0.051880 -4.9232 -1.3275 -0.2834
N 3.243336 -0.072011 0.016333 -0.3350 -0.3400 -0.1065
O 3.710290 -1.219807 0.108779 0.6527 -0.8844 0.0291
O 3.911205 0.914255 -0.101311 0.5755 0.1325 0.0561
H -1.699255 0.487401 -0.877481 0.2078 0.0969 0.1066
H -1.364130 0.784847 0.833671 0.0539 0.0212 -0.0548
H -0.145048 1.263181 -0.382471 0.0011 -0.0617 -0.0056
H 2.488971 -2.158579 0.065444 -0.5922 0.5171 -0.0126
```
Forces are in eV/Å.

For the molar mass, the calculation gives 148.1 g mol⁻¹. Its SMILES is CN(N=O)/C(O)=N/[N+](=O)[O-]. As for the HOMO energy: -10.75 eV. The calculated total energy is -16283.32757 eV. The charge is 0. The calculation puts the HOMO-LUMO gap at 9.598 eV. The energy above the lowest of the compared OMol25 structures with the same formula, charge and spin comes out at 137.6 kJ/mol. The calculation puts the lowest unoccupied orbital energy at -1.2 eV.

Mulliken atomic charges, in units of e: -0.79, 0.44, -0.10, -0.45, 0.65, -0.45, -0.54, 1.14, -0.72, -0.59, 0.28, 0.27, 0.39, 0.48

---

# 4
Molecular formula: H14O7
Method: DFT, ωB97M-V/def2-TZVPD

Geometry as XYZ:
```
21
Properties=species:S:1:pos:R:3:forces:R:3
O -1.404707 -0.548195 2.162407 -4.8424 -1.3890 7.0267
H -1.034867 -0.272405 1.323717 -2.6336 -0.5540 3.5382
H -1.471397 -1.500595 2.093707 -0.0913 -0.1725 0.3350
O -1.992677 -0.103035 -0.501573 -12.3620 -6.2180 3.8046
H -1.398577 -0.380405 0.195807 -1.6850 -0.5778 -1.3686
H -2.823887 0.062915 -0.056843 -0.7014 -0.1246 -0.3050
O -0.275737 -0.177255 0.617807 11.1392 0.0524 -4.4731
H 0.147403 -0.366655 -0.219633 -0.8135 0.0516 -0.6488
H 0.389373 0.291185 1.122237 1.0691 0.1761 0.9314
O 1.804863 -0.219275 -0.703813 4.9183 1.5561 2.0123
H 2.482373 -0.257565 -1.378903 0.2481 0.0040 -0.5483
H 2.112623 -0.815175 -0.020863 0.2038 -0.4492 0.4482
O -0.644467 0.947805 -1.325063 7.3791 8.8351 -4.3604
H -0.586977 1.398815 -0.482733 -0.3608 0.5922 -0.7163
H -1.393987 0.359795 -1.231783 -0.3049 0.9808 -2.4091
O 1.710083 0.791355 1.497307 0.8556 0.9518 1.2292
H 1.476773 1.555035 2.025127 0.1135 0.2723 0.6292
H 2.074813 1.158515 0.692077 0.1541 0.1167 -0.4458
O 0.201203 -1.024525 -1.953723 -1.5077 -3.4971 -2.8044
H -0.198897 -0.324915 -2.470163 0.0254 -0.1943 -0.1275
H 0.826663 -0.575415 -1.385103 -0.8038 -0.4127 -1.7473
```
Forces are in eV/Å.

For the molar mass, the calculation gives 126.1 g mol⁻¹. As for the HOMO energy: -9.01 eV. The calculated total energy is -14549.16350 eV. The charge is 0. The calculation puts the HOMO-LUMO gap at 8.841 eV. The energy above the lowest of the compared OMol25 structures with the same formula, charge and spin comes out at 1186.6 kJ/mol. The calculation puts the lowest unoccupied orbital energy at -0.2 eV.

Mulliken atomic charges, in units of e: -0.84, 0.54, 0.27, -0.68, 0.52, 0.31, -0.73, 0.51, 0.39, -0.74, 0.36, 0.36, -1.03, 0.29, 0.55, -0.67, 0.33, 0.36, -0.80, 0.36, 0.35

---

# 5
Molecular formula: H11LiO6
Method: DFT, ωB97M-V/def2-TZVPD

Geometry as XYZ:
```
18
Properties=species:S:1:pos:R:3:forces:R:3
Li 0.917667 -1.878389 -0.984278 0.0401 0.7314 0.6487
O 0.148667 -0.316389 -0.012278 -1.6452 -6.0598 -3.7762
H -0.758333 -0.325389 -0.419278 1.0617 -0.0194 0.3815
O 1.442667 -0.090389 2.146722 -0.6643 -1.8109 -0.3736
H 0.921667 -0.271389 1.314722 1.1191 0.9128 1.1714
H 1.290667 -0.971389 2.543722 0.4578 0.7116 0.4817
O -0.851333 0.435611 -3.242278 -2.9763 1.9454 -4.8096
H -1.362333 -0.238389 -3.733278 0.3278 0.6746 0.2943
H -0.477333 0.003611 -2.575278 2.6255 -2.4996 4.4819
O 2.076667 0.896611 -0.860278 -1.7734 0.6324 1.4417
H 1.309667 0.243611 -0.740278 1.4342 1.2733 -0.5409
H 1.623667 1.512611 -0.173278 1.5263 -0.8077 -1.5228
O -1.703333 -1.463389 1.633722 2.6993 -0.4376 -1.5591
H -1.940333 -0.623389 1.989722 -0.4904 1.0143 0.6789
H -0.781333 -1.222389 1.208722 -2.5432 -0.7943 1.1765
O -0.386333 1.597611 0.857722 -1.6853 6.1595 1.2517
H -1.089333 2.027611 0.322722 0.7712 -0.5624 0.5988
H -0.381333 0.683611 0.722722 -0.2848 -1.0636 -0.0248
```
Forces are in eV/Å.

For the molar mass, the calculation gives 114.0 g mol⁻¹. As for the HOMO energy: -9.99 eV. The calculated total energy is -12666.41263 eV. The charge is 0. The calculation puts the HOMO-LUMO gap at 8.164 eV. The energy above the lowest of the compared OMol25 structures with the same formula, charge and spin comes out at 275.7 kJ/mol. The calculation puts the lowest unoccupied orbital energy at -1.8 eV.

Mulliken atomic charges, in units of e: 0.88, -0.98, 0.27, -0.63, 0.34, 0.33, -0.54, 0.33, 0.19, -0.76, 0.36, 0.34, -0.68, 0.33, 0.36, -0.70, 0.27, 0.28

---

# 6
Molecular formula: H22O11
Method: DFT, ωB97M-V/def2-TZVPD

Geometry as XYZ:
```
33
Properties=species:S:1:pos:R:3:forces:R:3
O 1.853050 1.674504 2.587788 0.1686 0.0400 0.0383
H 2.049353 2.304675 3.288186 -0.1603 -0.0154 -0.0497
H 1.341985 2.141174 1.910198 0.0023 0.0296 0.0077
O -0.351352 0.473914 -0.406647 0.0994 0.1698 -0.2354
H 0.037103 -0.341694 -0.070537 -0.1723 0.0231 0.2322
H -0.226984 1.094695 0.320778 -0.0784 -0.0244 -0.0143
O -1.791964 0.440718 -2.778012 0.0675 0.3497 0.3078
H -1.382186 0.812890 -1.969448 -0.1067 -0.3739 -0.2570
H -1.375443 0.892987 -3.517918 -0.0111 -0.0343 0.0380
O 2.878290 0.436153 -1.437097 0.0162 -0.0100 0.0240
H 2.315651 0.147360 -2.163119 -0.0113 -0.0045 0.0406
H 2.906633 -0.321129 -0.830895 -0.1114 0.1678 -0.0634
O -3.146215 -0.507928 0.779049 -0.0605 0.2066 0.1206
H -3.248524 -0.952508 1.626098 -0.0161 0.0260 -0.0092
H -2.514310 -1.063017 0.302647 0.0776 -0.0510 0.0230
O -1.134946 -2.273056 -3.075482 0.1447 0.1912 0.4256
H -1.404789 -1.422385 -2.669201 0.0376 -0.1784 -0.5538
H -1.769612 -2.408882 -3.783611 -0.0355 -0.0217 0.0595
O -1.447341 -2.787560 -0.072399 0.1735 0.0665 0.0482
H -0.731289 -2.755116 -0.718976 -0.2500 -0.1769 -0.1868
H -1.136903 -3.350772 0.643678 0.0188 0.0977 0.0107
O 2.681999 -1.796678 0.530164 0.2410 -0.1930 0.0447
H 2.752958 -2.699230 0.194264 -0.0034 0.0845 0.0161
H 3.374384 -1.723808 1.201244 -0.0271 0.0199 -0.1174
O 1.044128 2.970751 0.020951 0.1579 0.0800 0.2037
H 1.806682 3.418098 0.407309 -0.0259 0.1035 -0.2429
H 1.416463 2.448934 -0.704432 0.0147 -0.2226 0.1253
O 0.535795 -0.733920 2.129890 0.2816 -0.1418 -0.0038
H 0.970722 0.045315 2.521898 -0.1478 -0.1534 -0.0530
H 1.265309 -1.228361 1.722768 -0.2772 0.1444 0.1030
O -2.606251 2.463895 1.705084 0.2294 -0.0001 -0.0574
H -2.601992 1.568069 1.337599 -0.1851 -0.1751 -0.0446
H -2.360409 3.031904 0.968196 -0.0507 -0.0238 0.0199
```
Forces are in eV/Å.

For the molar mass, the calculation gives 198.2 g mol⁻¹. Its SMILES is O.O.O.O.O.O.O.O.O.O.O. As for the HOMO energy: -10.66 eV. The calculated total energy is -22880.62473 eV. The charge is 0. The calculation puts the HOMO-LUMO gap at 10.441 eV. The energy above the lowest of the compared OMol25 structures with the same formula, charge and spin comes out at 85.8 kJ/mol. The calculation puts the lowest unoccupied orbital energy at -0.2 eV.

Mulliken atomic charges, in units of e: -0.66, 0.30, 0.37, -0.15, 0.14, 0.14, -0.66, 0.32, 0.31, -0.64, 0.32, 0.34, -0.64, 0.29, 0.32, -0.65, 0.38, 0.29, -0.58, 0.26, 0.28, -0.70, 0.29, 0.33, -0.69, 0.31, 0.34, -0.65, 0.32, 0.38, -0.66, 0.35, 0.31